Density functional theory data (the ωB97M-V functional and the def2-TZVPD basis) for 4 unconnected molecules or ions with the total composition C18H34F5N2O9.

Element x y z (Å)
C 3.736 -4.051 -0.022
C 3.504 -3.192 -1.215
O 3.274 -3.601 -2.316
O 3.624 -1.830 -1.032
C 2.685 -1.246 -0.152
C 2.145 -0.003 -0.851
N 2.958 1.210 -0.903
C 3.164 1.775 0.398
O 3.854 1.355 1.261
F 2.475 2.898 0.507
C 4.167 1.151 -1.690
O 4.281 1.688 -2.730
F 5.110 0.452 -1.118
C 1.630 -0.337 -2.277
N 0.154 -0.274 -2.057
C -0.806 -0.291 -3.213
C -1.915 -1.281 -2.941
O -2.728 -0.719 -1.928
C -2.889 -1.496 -0.767
C -3.512 -0.618 0.312
F -3.265 -1.153 1.524
F -4.857 -0.507 0.156
F -2.982 0.631 0.286
C 0.079 0.867 -1.071
O 0.965 0.382 -0.111
H 3.305 -3.652 0.888
H 4.809 -4.150 0.120
H 3.343 -5.034 -0.243
H 1.833 -1.913 -0.012
H 3.095 -1.014 0.826
H 1.965 0.375 -3.022
H 1.893 -1.333 -2.616
H -0.039 -1.079 -1.459
H -0.284 -0.488 -4.140
H -1.269 0.689 -3.229
H -1.524 -2.254 -2.637
H -2.494 -1.447 -3.844
H -3.557 -2.341 -0.936
H -1.946 -1.874 -0.367
H 0.518 1.731 -1.571
H -0.917 1.093 -0.716
C -1.433 1.122 3.298
C -2.688 1.850 3.748
O -2.480 2.600 4.936
H -1.078 0.458 4.086
H -1.632 0.534 2.405
H -0.630 1.831 3.080
H -3.477 1.137 3.979
H -3.053 2.510 2.952
H -1.801 3.259 4.765
C -7.386 -3.365 -1.544
C -7.292 -3.653 -0.058
O -5.946 -3.596 0.418
H -6.778 -4.075 -2.106
H -8.415 -3.436 -1.894
H -7.021 -2.358 -1.766
H -7.642 -4.659 0.162
H -7.911 -2.949 0.507
H -5.617 -2.708 0.257
C 5.277 5.182 2.872
C 5.646 5.512 1.438
O 5.785 4.336 0.637
H 6.027 4.529 3.316
H 5.200 6.088 3.474
H 4.316 4.662 2.914
H 6.609 6.014 1.395
H 4.898 6.176 0.993
H 4.940 3.882 0.646

Charge: +1
Energy: -54204.01334 eV
Energy relative to the best compared isomer or geometry (same formula, charge and spin): 64.06 kcal per mole


Density functional theory data (the ωB97M-V functional and the def2-TZVPD basis) for a molecular structure, C18H34HgO14S4.

Element x y z (Å)
Hg 23.055 -17.831 14.635
O 25.266 -21.216 13.610
C 24.466 -20.173 13.926
O 23.781 -20.195 14.976
O 24.459 -19.146 13.183
H 25.553 -21.017 12.705
O 19.647 -17.906 12.167
C 20.803 -17.900 12.878
O 20.953 -18.821 13.737
O 21.653 -17.000 12.740
H 19.219 -18.723 12.458
C 25.491 -15.139 10.441
C 26.745 -15.943 10.787
C 26.313 -16.779 11.966
S 25.551 -15.562 13.088
O 26.586 -14.900 13.868
O 24.426 -16.147 13.784
C 24.998 -14.461 11.725
H 24.711 -15.811 10.075
H 25.610 -14.380 9.669
H 27.542 -15.252 11.075
H 27.032 -16.487 9.889
H 27.009 -17.373 12.554
H 25.509 -17.459 11.671
H 25.458 -13.500 11.968
H 23.936 -14.261 11.862
C 21.136 -21.575 18.540
C 19.869 -21.416 17.670
C 20.265 -20.533 16.513
S 21.002 -19.101 17.433
O 19.994 -18.412 18.207
O 22.014 -18.431 16.644
C 21.950 -20.300 18.500
H 21.634 -22.480 18.184
H 20.784 -21.911 19.520
H 19.054 -20.919 18.204
H 19.404 -22.318 17.267
H 19.553 -20.182 15.772
H 21.199 -20.803 16.007
H 22.154 -19.825 19.456
H 22.880 -20.421 17.948
C 20.911 -12.521 14.240
C 20.374 -13.617 13.314
C 19.879 -14.705 14.214
S 21.016 -14.807 15.603
O 21.960 -15.879 15.424
O 20.255 -14.693 16.830
C 21.877 -13.253 15.195
H 20.125 -12.056 14.840
H 21.476 -11.722 13.763
H 21.183 -14.003 12.686
H 19.560 -13.283 12.671
H 19.675 -15.697 13.813
H 18.921 -14.421 14.662
H 22.780 -13.532 14.646
H 22.248 -12.791 16.108
C 28.030 -19.066 17.542
C 28.171 -17.628 17.019
C 26.925 -16.850 17.464
S 25.550 -18.023 17.439
O 24.782 -17.832 16.232
O 24.862 -18.018 18.709
C 26.594 -19.500 17.225
H 28.099 -19.077 18.634
H 28.751 -19.771 17.139
H 28.329 -17.665 15.940
H 29.053 -17.144 17.438
H 26.696 -15.875 17.044
H 27.078 -16.667 18.533
H 26.491 -19.701 16.156
H 26.121 -20.318 17.762

Energy: -95397.29958 eV
Energy relative to the best compared isomer or geometry (same formula, charge and spin): 10.76 kcal per mole


Density functional theory data (the ωB97M-V functional and the def2-TZVPD basis) for a molecular structure, C18H35As2CdNS2.

Element x y z (Å)
Cd 0.870 -0.469 -0.212
S 1.465 0.737 -2.548
S 2.465 -0.255 1.922
C 0.156 0.431 -3.785
C 2.754 -0.405 -3.180
C 3.070 -1.584 -2.265
N 3.089 -1.115 -0.858
C 3.654 -2.084 0.105
C 3.820 -1.406 1.454
H 3.661 0.205 -3.314
H 2.425 -0.758 -4.164
H 4.051 -2.006 -2.546
H 2.313 -2.382 -2.359
H 4.634 -2.444 -0.250
H 2.972 -2.946 0.166
H 4.724 -0.780 1.447
H 3.905 -2.143 2.259
C 1.601 -1.315 3.134
H 3.651 -0.254 -0.816
H 1.296 -2.263 2.678
H 0.726 -0.767 3.501
H 2.292 -1.497 3.967
H -0.708 1.043 -3.497
H -0.127 -0.630 -3.819
H 0.522 0.767 -4.764
C 3.582 3.714 -0.607
C 2.373 4.124 -0.194
H 3.798 3.435 -1.645
H 4.425 3.677 0.091
H 1.545 4.333 -0.884
H 2.154 4.202 0.873
C -1.950 -2.358 -1.837
As -1.534 -1.558 -0.101
C -1.874 -3.078 1.097
C -3.107 -0.352 0.145
C -4.344 -0.778 -0.328
C -5.431 0.113 -0.328
C -5.290 1.403 0.180
C -4.068 1.804 0.740
C -2.970 0.946 0.695
As -1.185 1.521 1.375
C -1.600 3.394 1.772
C -1.479 0.898 3.209
H -1.123 -3.047 -2.046
H -2.015 -1.580 -2.607
H -2.896 -2.898 -1.747
H -2.847 -3.509 0.842
H -1.861 -2.709 2.131
H -1.071 -3.809 0.941
H -4.464 -1.795 -0.715
H -6.386 -0.214 -0.737
H -6.124 2.110 0.150
H -3.984 2.790 1.196
H -2.364 3.436 2.557
H -0.665 3.851 2.116
H -1.943 3.862 0.847
H -1.855 -0.129 3.163
H -0.516 0.953 3.731
H -2.212 1.568 3.672

Charge: +2
Energy: -168621.02330 eV


no.,LUMO level (eV)
1,-3.14
2,0.37
3,-5.83